C4H9NO2 | ωB97M-V/def2-TZVPD

## Properties
**SMILES string**: C=CCO.NC=O
**Relative energy (zero: lowest compared OMol25 entry of this formula, charge and spin)**: 180.9 kJ/mol
**Charge**: 0
**Maximum force**: 1.0 eV/A

Structure (XYZ):
```
16
Properties=species:S:1:pos:R:3:forces:R:3
O -0.2673 1.1147 0.9175 0.0 -0.2 0.1
O 2.4848 -0.8557 0.7703 0.2 -0.3 0.5
N 1.5766 -0.4582 -1.2524 0.3 -0.2 0.3
C -2.1473 0.4533 -0.4327 0.1 -0.8 0.6
C -1.6116 0.6183 0.9647 0.2 0.3 -0.2
C -2.3640 -0.7707 -0.9044 -0.2 0.6 -0.4
C 2.2414 -0.0886 -0.1284 -0.1 0.2 -0.1
H -2.2100 1.3214 1.5477 -0.1 0.0 0.0
H -2.7435 -0.9071 -1.9076 -0.1 -0.1 -0.1
H -2.3576 1.3369 -1.0201 0.1 0.1 -0.1
H 1.1798 -1.3782 -1.1399 -0.3 0.0 -0.3
H 0.2458 0.5823 1.5366 0.1 0.2 -0.1
H 2.5625 0.9568 -0.0808 0.0 0.2 -0.2
H 1.0528 0.2365 -1.7470 -0.2 0.1 -0.2
H -1.6297 -0.3523 1.4588 -0.1 0.0 0.1
H -2.1895 -1.6623 -0.3186 0.1 0.0 0.1
```
Forces are in eV/Å.


C3H10NO3S | ωB97M-V/def2-TZVPD

## Properties
**Relative energy (zero: lowest compared OMol25 entry of this formula, charge and spin)**: 19.7 kJ/mol
**Charge**: -1
**Maximum force**: 1.2 eV/A

Structure (XYZ):
```
18
Properties=species:S:1:pos:R:3:forces:R:3
S -0.8290 0.8513 -1.1235 -0.1 0.8 0.2
O -0.6474 -2.3348 -1.4038 -0.2 -0.1 -0.1
O 1.7118 -0.4104 -2.8621 0.2 -0.1 0.0
O 0.7794 -0.7560 2.5598 0.6 0.1 0.0
N -1.3086 -0.2549 1.8927 -0.4 -0.2 0.0
C 0.4263 1.3331 1.3719 0.0 0.8 0.4
C 0.6308 1.4201 -0.1254 -0.1 -0.6 -1.0
C 0.0387 -0.0105 1.9444 -0.7 -0.1 0.5
H 1.2426 1.7472 1.9740 0.5 -0.5 -0.3
H 0.0002 -1.9899 -0.7786 0.0 -0.1 0.1
H -1.6391 -1.0994 2.3402 0.4 -0.1 -0.2
H -1.1247 -1.5109 -1.6166 0.2 -0.1 0.2
H 1.8812 0.5088 -2.6273 -0.2 -0.1 -0.1
H 1.3920 0.7675 -0.5116 0.8 -0.5 0.5
H -1.7768 -0.0053 1.0262 0.1 0.3 -0.1
H 1.0222 2.4009 -0.4102 -0.6 0.3 0.1
H 0.8272 -0.5691 -2.4851 0.1 0.2 -0.1
H -0.3724 2.0301 1.6176 -0.4 -0.1 -0.1
```
Forces are in eV/Å.


C4H4Cl3F | ωB97M-V/def2-TZVPD

## Properties
**SMILES string**: C[C@](F)(Cl)C=C(Cl)Cl
**Relative energy (zero: lowest compared OMol25 entry of this formula, charge and spin)**: 154.4 kJ/mol
**Charge**: 0
**Maximum force**: 5.0 eV/A

Structure (XYZ):
```
12
Properties=species:S:1:pos:R:3:forces:R:3
Cl 4.3584 0.5655 -0.3049 -0.2 -0.3 0.3
Cl 3.6300 2.0924 -2.5454 -0.5 -0.1 -0.1
Cl 0.2120 1.8861 1.7201 0.2 0.3 0.1
F 2.3909 0.5581 1.6483 0.5 -0.3 0.8
C 0.4998 -0.5862 0.7179 -1.6 1.4 -2.0
C 1.7541 1.4095 -0.7294 0.9 -2.4 4.1
C 3.0233 1.2905 -1.1049 -0.2 0.9 -0.5
C 1.2860 0.6983 0.9583 -1.4 1.4 -4.6
H 1.1516 -1.1977 0.1478 0.6 -1.2 -0.1
H 0.9697 1.8330 -1.2973 -0.5 0.5 -0.4
H -0.4518 -0.4539 0.0320 2.0 0.4 1.2
H 0.0847 -1.0000 1.6039 0.2 -0.5 1.0
```
Forces are in eV/Å.


C6H13N2 | ωB97M-V/def2-TZVPD

## Properties
**Relative energy (zero: lowest compared OMol25 entry of this formula, charge and spin)**: 476.3 kJ/mol
**Charge**: +1
**Maximum force**: 4.3 eV/A

Structure (XYZ):
```
21
Properties=species:S:1:pos:R:3:forces:R:3
N -0.5081 0.6682 -0.4689 -2.1 -1.1 2.6
N 1.9266 -0.4983 0.9130 0.9 0.8 3.2
C 1.8413 0.1248 -0.4491 0.6 1.8 -0.2
C -1.8262 -1.4473 -0.2385 -1.1 1.7 -3.8
C -0.7545 -0.6341 -0.8023 1.2 2.1 2.1
C 1.4549 -1.2422 -0.2791 -1.0 0.6 0.1
C -1.0975 1.5223 0.6642 -1.4 -0.8 -3.0
C 0.7253 1.1615 -0.7941 2.8 2.1 -0.5
H 2.1132 -1.9888 -0.5292 1.3 -1.9 -0.9
H 1.1621 -0.3488 1.5611 -0.1 0.4 -0.1
H 2.8410 -0.5336 1.5694 -2.1 -0.2 -2.7
H 0.9780 2.1871 -0.2502 -0.7 -2.1 -1.4
H -0.2982 -0.9979 -1.6624 0.4 0.0 -1.7
H -2.0812 1.0915 0.7645 -0.3 0.2 1.0
H -1.6094 -2.4200 -0.4785 0.7 -2.6 -0.1
H -0.5085 1.6742 1.5521 0.3 -0.5 0.3
H -2.7243 -1.2750 -0.9305 0.6 0.2 1.5
H 0.6646 1.3068 -1.8830 1.2 0.2 0.1
H 2.7911 0.6078 -0.7185 0.0 -0.9 -0.1
H -1.8949 -1.2826 0.7596 -1.1 0.3 2.9
H -1.2451 2.4880 0.1432 0.1 -0.3 0.6
```
Forces are in eV/Å.


Q: Look up the charge of the fourth one.
A: +1


Q: Among the records above, which one has the highest charge?
A: C6H13N2